Record 1
34
Properties=species:S:1:pos:R:3:mulliken_charge:R:1 method="wB97M-V/def2-TZVPD" charge=0 smiles="C1=C(c2ccccc2)S[C@@H](N2CCCCC2)S1" e_homo_ev=-7.44 energy_ev=-37953.8951 gap_ev=7.96 largest_force_ha_per_bohr=0.057 e_above_lowest_kj_mol=0.0
C -1.2230 2.1901 -0.3335 -0.378
C -0.6013 1.6461 0.7788 0.323
C -0.9312 2.0224 2.1821 1.018
C -0.3677 1.3330 3.2812 -0.530
C -0.6119 1.7569 4.5986 -0.572
C -1.4702 2.8325 4.8761 -0.487
C -2.0697 3.4717 3.8047 -0.580
C -1.8013 3.0948 2.4657 -0.535
S 0.6754 0.4383 0.4663 -0.223
C 0.7037 0.5611 -1.3564 -0.379
N 0.7872 -0.7190 -2.0344 0.062
C -0.2604 -1.6917 -1.6260 -0.670
C -0.2935 -2.9173 -2.5222 -0.798
C 1.0778 -3.5653 -2.5291 -0.587
C 2.1017 -2.5271 -3.0110 -0.771
C 2.1539 -1.2797 -2.1250 -0.639
S -0.7997 1.4864 -1.9025 -0.224
H -1.9113 3.0165 -0.2435 0.265
H 0.2637 0.4619 3.1650 0.268
H -0.2009 1.1626 5.3982 0.358
H -1.6751 3.1521 5.9154 0.341
H -2.7358 4.2964 3.9789 0.379
H -2.2839 3.6611 1.7074 0.249
H 1.6120 1.0752 -1.6663 0.652
H -0.0580 -2.0157 -0.5942 0.371
H -1.2392 -1.2248 -1.6478 0.386
H -1.0128 -3.6054 -2.0500 0.323
H -0.6003 -2.6188 -3.5069 0.356
H 1.3332 -3.8601 -1.4938 0.304
H 1.1195 -4.4407 -3.1996 0.287
H 1.8370 -2.1661 -3.9865 0.349
H 3.0888 -2.9930 -3.0999 0.360
H 2.5596 -1.5025 -1.1255 0.338
H 2.8338 -0.5319 -2.5644 0.385

Record 2
32
Properties=species:S:1:pos:R:3:mulliken_spin:R:1 method="wB97M-V/def2-TZVPD" charge=0 e_homo_ev="-5.03 / -8.97" multiplicity=3 energy_ev=-14800.4428 gap_ev="5.87 / 6.40" largest_force_ha_per_bohr=0.194
C 0.0185 -2.8480 1.4027 0.044
C -0.6681 -2.2773 2.2142 0.023
C 3.6217 -1.0268 -0.2701 0.314
C 2.8356 -0.6293 -1.3543 -0.098
C 3.1460 -0.6018 0.9704 -0.186
C 1.5196 -0.2052 -1.1415 0.195
C 1.8821 -0.0085 1.2270 0.378
C 1.0008 0.0683 0.1462 0.004
C -0.7655 0.4821 1.7572 0.871
C -1.7926 -0.5085 -1.5866 0.044
C -2.7545 1.2926 -0.0528 0.030
C -0.8811 1.8704 -1.4149 0.057
C -0.4018 0.4433 0.4926 0.135
C -1.3819 0.7314 -0.5904 0.113
H 0.8994 -3.4094 1.4984 -0.002
H 4.6072 -1.4339 -0.2917 0.020
H 3.1691 -0.5766 -2.3823 -0.007
H 3.8579 -0.8242 1.7540 -0.008
H 0.9142 0.1224 -2.0333 0.037
H 1.6890 0.3569 2.2652 0.046
H -0.1633 0.4955 2.5598 -0.003
H -1.7310 0.9805 2.0963 0.011
H -1.3457 -1.5321 2.9709 -0.018
H -2.8480 -0.7776 -1.2209 -0.008
H -1.1453 -1.3505 -1.4764 0.009
H -2.0168 -0.0982 -2.6805 0.003
H -3.1882 0.6424 0.6814 0.003
H -3.2761 1.6205 -1.0111 -0.001
H -2.5184 2.2474 0.5745 -0.005
H -1.7508 2.3319 -1.9686 -0.005
H -0.1697 1.6755 -2.2015 0.004
H -0.3622 2.7467 -0.9340 -0.003

Record 3
46
Properties=species:S:1:pos:R:3:mulliken_charge:R:1 method="wB97M-V/def2-TZVPD" charge=-1 e_homo_ev=-5.34 energy_ev=-122959.3840 gap_ev=7.76 largest_force_ha_per_bohr=0.024 e_above_lowest_kj_mol=158.1
Ag 1.1125 -1.4739 0.9717 0.334
N 0.1426 0.3476 -0.4875 -0.220
C 0.6539 0.3109 -1.8543 1.056
C 0.7983 1.7060 -2.4841 -0.869
C -0.4579 2.2489 -3.1614 -0.582
C -0.7647 1.5472 -4.4902 -0.646
N -1.7843 0.5179 -4.3921 -0.176
C -1.5461 -0.8279 -4.4129 0.641
N -2.6445 -1.5850 -4.0137 -0.618
N -0.4815 -1.4336 -4.7853 -0.858
C 1.9978 -0.4797 -1.9577 0.125
O 2.5575 -0.4169 -3.0630 -0.745
O 2.3705 -1.1397 -0.9487 -0.667
H -0.8330 0.6176 -0.4386 0.117
H 0.6383 1.0538 0.0486 0.306
H -0.0484 -0.2959 -2.4349 -0.510
H 1.6174 1.6762 -3.2031 0.396
H 1.0891 2.3965 -1.6853 0.332
H -0.3302 3.3179 -3.3516 0.366
H -1.3212 2.1563 -2.4917 0.325
H 0.1488 1.0867 -4.8635 0.248
H -1.0837 2.2722 -5.2431 0.302
H -2.6765 0.8093 -4.0314 0.214
H -3.1646 -1.2188 -3.2320 0.217
H -2.4126 -2.5600 -3.9079 0.298
H 0.2663 -0.8121 -5.0672 0.231
H 0.4437 -3.0294 -3.4882 0.408
O -0.5643 -2.5564 3.8695 -0.649
S 0.3437 -1.4590 3.6791 1.443
O 1.7114 -1.8091 3.3209 -0.704
N -0.2438 -0.3591 2.6314 -0.543
C -0.3641 0.8475 3.1888 0.320
S -0.8775 2.2263 2.4082 -0.451
C -0.0007 0.8541 4.6501 0.091
C -0.0188 1.9186 5.5346 -0.639
C 0.3740 1.6917 6.8470 -0.483
C 0.7737 0.4246 7.2694 -0.447
C 0.7899 -0.6443 6.3830 -0.637
C 0.3938 -0.3947 5.0844 0.408
H -0.3393 2.8919 5.1870 0.414
H 0.3740 2.5109 7.5552 0.367
H 1.0782 0.2718 8.2971 0.368
H 1.0961 -1.6340 6.6956 0.412
Se 0.3637 -4.0393 0.1620 -0.157
C 0.4135 -3.8024 -1.5599 0.230
N 0.4090 -3.7311 -2.7344 -0.369

Record 4
37
Properties=species:S:1:pos:R:3:mulliken_charge:R:1 method="wB97M-V/def2-TZVPD" charge=+2 e_homo_ev=-15.69 energy_ev=-201587.8780 gap_ev=8.82 largest_force_ha_per_bohr=0.004 e_above_lowest_kj_mol=19.8
Ga 0.7244 -0.1925 -0.9694 0.095
C 1.5482 -0.8575 -2.7515 -0.206
C 0.3185 -0.7169 -3.4652 -0.724
C -0.5856 -1.6718 -3.0096 -0.497
C 0.0277 -2.4351 -2.0043 -0.618
C 1.3611 -1.9816 -1.8237 -0.401
H 2.4997 -0.4501 -3.0616 0.670
H 0.1294 0.0329 -4.2185 0.454
H -1.6024 -1.7836 -3.3521 0.515
H -0.4176 -3.2550 -1.4599 0.521
H 2.1492 -2.4978 -1.2942 0.588
O -1.6152 1.1769 -1.7381 -0.321
C -1.1693 0.5672 -0.8225 0.350
C -4.2233 0.4643 -0.1924 -1.086
As -2.5379 0.3446 0.7031 0.641
C -2.3358 -1.3405 1.6057 -1.028
C -2.3735 1.8070 1.9466 -1.084
H -5.0273 0.4548 0.5418 0.423
H -4.3277 -0.3796 -0.8714 0.402
H -4.2381 1.3949 -0.7566 0.405
H -2.6527 -1.2355 2.6414 0.416
H -1.2960 -1.6653 1.5763 0.356
H -2.9574 -2.0804 1.1051 0.388
H -2.6982 1.4758 2.9312 0.428
H -3.0162 2.6141 1.5999 0.395
H -1.3482 2.1668 1.9949 0.369
Br 6.1238 0.8524 0.2999 -0.084
C 4.3502 0.8612 0.8767 -0.551
C 4.0043 1.2580 2.1619 0.001
C 2.6676 1.2427 2.5350 -0.920
C 1.7199 0.8389 1.6214 0.207
N 2.0578 0.4559 0.3777 0.061
C 3.3500 0.4634 0.0084 0.130
H 4.7703 1.5725 2.8586 0.505
H 2.3668 1.5416 3.5291 0.424
H 0.6692 0.8082 1.8760 0.360
H 3.5844 0.1492 -0.9997 0.413

Record 5
43
Properties=species:S:1:pos:R:3:mulliken_charge:R:1 method="wB97M-V/def2-TZVPD" charge=+1 e_homo_ev="-11.43 / -11.40" energy_ev=-96229.3050 gap_ev="7.13 / 7.12" largest_force_ha_per_bohr=0.006
Pd 0.1535 -0.0014 -0.0980 0.318
C -3.0493 0.0011 2.8748 -1.183
C -2.6365 -0.4215 1.6119 -0.070
N -1.5173 0.2002 1.2595 0.008
N -1.1683 1.0107 2.2884 0.087
C -2.0808 0.9027 3.2667 -0.090
B 0.1070 1.8983 2.2508 0.418
N 1.4125 1.0572 2.2976 0.251
C 2.3214 0.9769 3.2818 -0.114
C 3.3291 0.1199 2.8889 -1.076
C 2.9440 -0.3071 1.6181 -0.206
N 1.8041 0.2739 1.2625 -0.249
N 0.0949 2.6740 0.9175 0.122
C 0.0790 3.9906 0.6720 -0.083
C 0.0805 4.1826 -0.6971 -0.979
C 0.0998 2.8962 -1.2323 -0.510
N 0.1082 2.0039 -0.2466 0.058
H -3.9234 -0.3048 3.4214 0.393
H -3.0916 -1.1396 0.9492 0.353
H -1.9797 1.4827 4.1688 0.451
H 0.0896 2.6546 3.1809 -0.082
H 2.1909 1.5441 4.1884 0.450
H 4.2113 -0.1541 3.4392 0.391
H 3.4331 -0.9945 0.9476 0.448
H 0.0668 4.6953 1.4862 0.465
H 0.0692 5.1149 -1.2321 0.398
H 0.1080 2.5780 -2.2621 0.483
C 2.2848 -2.5723 -2.6547 -0.828
N 0.8444 -2.4187 -2.8777 0.158
C 0.2463 -2.3370 -4.1136 -0.326
C -1.0815 -2.1961 -3.8993 -0.356
N -1.2692 -2.2018 -2.5368 0.210
C -2.5663 -2.0614 -1.8697 -0.852
C -0.0872 -2.3430 -1.9130 -0.063
Se 0.2085 -2.4203 -0.0507 -0.212
H 2.7706 -2.5630 -3.6256 0.310
H 2.4832 -3.5125 -2.1483 0.360
H 2.6533 -1.7475 -2.0505 0.306
H 0.8088 -2.3852 -5.0285 0.429
H -1.8980 -2.0959 -4.5914 0.420
H -3.3319 -2.0329 -2.6391 0.342
H -2.5909 -1.1381 -1.2948 0.259
H -2.7310 -2.9089 -1.2102 0.388

Record 6
37
Properties=species:S:1:pos:R:3:mulliken_charge:R:1 method="wB97M-V/def2-TZVPD" charge=0 e_homo_ev=-6.47 energy_ev=-44143.1620 gap_ev=6.53 largest_force_ha_per_bohr=0.039 e_above_lowest_kj_mol=0.0
Hf 2.2744 -0.5904 -0.4908 0.757
Cl 1.8161 -2.3791 -1.9424 -0.552
Cl 3.2632 1.5348 -0.5228 -0.526
C 3.7879 -1.5331 0.4147 -0.844
H 4.5486 -1.0231 1.0325 0.255
H 3.9271 -2.6271 0.4614 0.305
C -1.0988 1.1772 -1.3593 -0.698
C 0.0705 0.8996 -1.8883 0.017
H -1.1958 1.7014 -0.4020 0.378
C 0.2169 0.1618 -3.1933 -0.510
H 0.9890 1.3968 -1.5110 0.935
C -1.0701 0.0303 -4.0214 -0.899
H 1.0372 0.5684 -3.8075 0.342
H 0.5026 -0.8823 -2.9702 -0.009
C -2.3118 -0.1849 -3.1445 -0.695
H -1.2103 0.9365 -4.6257 0.322
H -0.9646 -0.8092 -4.7229 0.382
C -2.4068 0.8641 -2.0172 -0.793
H -3.1975 -0.1066 -3.7879 0.315
H -2.3105 -1.1966 -2.7136 0.308
H -2.8309 1.7758 -2.4702 0.334
H -3.1361 0.5334 -1.2651 0.303
N 0.3244 -1.9871 2.8839 0.002
C 0.9043 -1.9604 1.6758 -0.272
N 0.8635 -0.7118 1.1647 0.068
C 0.1791 0.0960 2.0954 0.548
C 0.0472 1.4871 2.1337 -0.364
C -0.5436 2.0355 3.2857 -0.788
C -0.8672 1.2184 4.3853 -0.424
C -0.6563 -0.1689 4.3573 -0.812
C -0.1650 -0.7038 3.1781 0.392
H 0.2684 -2.8077 3.4834 0.229
H 1.4152 -2.7925 1.2033 0.425
H 0.4221 2.0734 1.2871 0.454
H -0.7484 3.1086 3.3339 0.377
H -1.2824 1.6877 5.2769 0.372
H -0.8616 -0.8221 5.2028 0.365